A.
Here is 2 unconnected molecules or ions with the total composition C5H13NO2 from the Open Molecules 2025 dataset. Energies are from wB97M-V/def2-TZVPD.

Each atom is followed by the atoms it is bonded to, with distances in Å.
Atoms and positions in Å:
1 C 1.77 2.09 0.71  C2 1.574, H8 1.109, H9 1.069, H10 1.125
2 C 1.25 0.62 0.99  C1 1.574, C3 1.496, H11 1.120, H12 1.096
3 C -0.02 0.58 0.20  C2 1.496, C4 1.607, H13 1.100, H14 1.077
4 C -0.71 -0.87 0.29  C3 1.607, C5 1.480, H15 1.094, H16 1.107
5 C 0.10 -1.96 -0.29  C4 1.480, N6 1.407, O7 1.213
6 N -0.46 -3.24 -0.37  C5 1.407, H17 0.988, H18 0.999
7 O 1.21 -1.74 -0.75  C5 1.213
8 H 2.74 2.27 1.22  C1 1.109
9 H 1.12 2.94 0.71  C1 1.069
10 H 2.14 1.99 -0.35  C1 1.125
11 H 1.93 -0.11 0.49  C2 1.120
12 H 1.07 0.42 2.05  C2 1.096
13 H -0.81 1.21 0.63  C3 1.100
14 H -0.08 0.85 -0.84  C3 1.077
15 H -0.83 -1.00 1.37  C4 1.094
16 H -1.71 -0.91 -0.19  C4 1.107
17 H 0.19 -3.88 -0.75  N6 0.988
18 H -1.38 -3.54 -0.11  N6 0.999
19 H -2.83 0.72 -1.69  O21 0.996
20 H -1.87 1.83 -1.71  O21 0.957
21 O -2.82 1.72 -1.61  H19 0.996, H20 0.957

Results
- LUMO (eV) = 0.633
- orbital gap (eV) = 10.623
- HOMO (eV) = -9.99
- net charge = 0

=====

B.
Here is 3 unconnected molecules or ions with the total composition C5H13NO2 from the Open Molecules 2025 dataset. Energies are from wB97M-V/def2-TZVPD.

Each atom is followed by the atoms it is bonded to, with distances in Å.
Atoms and positions in Å:
1 C 1.55 -2.21 -0.48  C4 1.479, H7 1.126, H8 1.071, H9 1.144
2 N 0.02 -0.50 -2.26  C3 1.472, H10 1.087, H11 1.079
3 C 0.36 -0.11 -0.88  N2 1.472, C4 1.340, H12 1.174
4 C 1.10 -0.87 -0.05  C1 1.479, C3 1.340, C5 1.476
5 C 1.61 -0.46 1.27  C4 1.476, C6 1.314, H13 1.108
6 C 2.27 -1.13 2.19  C5 1.314, H14 1.150, H15 1.028
7 H 0.72 -2.82 -0.93  C1 1.126
8 H 2.01 -2.76 0.33  C1 1.071
9 H 2.34 -1.95 -1.27  C1 1.144
10 H 0.55 -1.31 -2.76  N2 1.087
11 H -0.96 -0.94 -2.34  N2 1.079
12 H -0.04 0.97 -0.66  C3 1.174
13 H 1.38 0.61 1.47  C5 1.108
14 H 2.78 -2.14 2.00  C6 1.150
15 H 2.68 -0.72 3.03  C6 1.028
16 H -3.12 4.16 -0.51  O18 0.958
17 H -1.79 4.78 -0.82  O18 0.888
18 O -2.39 4.69 -0.17  H16 0.958, H17 0.888
19 H -2.12 -0.53 0.14  O21 1.050
20 H -3.29 -0.93 1.36  O21 1.012
21 O -2.93 -0.22 0.73  H19 1.050, H20 1.012

Results
- LUMO (eV) = 0.601
- orbital gap (eV) = 9.174
- HOMO (eV) = -8.57
- net charge = 0

=====

The energetic minimum among the shown structures is A; the next structure lies 2.458 eV above.